[1]
27
Properties=species:S:1:pos:R:3:nbo_charge:R:1 method="wB97M-V/def2-TZVPD" gap_ev="7.620 / 7.051" energy_ev=-23599.7880 lumo_ev="0.69 / 0.30" relative_energy_ev=4.343 total_charge=0
C -1.339 -0.317 -0.411 -0.089
C -2.594 0.225 -0.606 -0.418
C -0.294 -0.516 -1.503 -0.424
C 0.424 0.818 -1.813 -0.222
C 0.489 1.627 0.391 -0.068
C -0.866 -0.702 0.849 0.101
C -1.728 -0.386 2.110 -0.649
C 0.156 -1.708 1.223 -0.667
C 2.522 1.794 -0.798 -0.405
N 1.190 1.169 -0.664 -0.507
Cl -0.930 2.513 0.125 0.028
H -3.332 0.353 0.107 0.194
H -2.899 0.474 -1.588 0.188
H 0.534 -1.186 -1.266 0.214
H -0.755 -1.069 -2.398 0.216
H 1.096 0.462 -2.650 0.212
H -0.344 1.511 -2.045 0.201
H 0.817 1.331 1.404 0.211
H -2.235 0.445 1.825 0.211
H -1.022 -0.194 2.839 0.204
H -2.461 -1.257 2.445 0.208
H -0.269 -2.702 1.375 0.228
H 0.834 -1.362 2.047 0.218
H 0.957 -1.907 0.353 0.202
H 2.593 2.793 -0.297 0.213
H 3.355 1.082 -0.517 0.200
H 2.680 1.871 -1.997 0.198

[2]
35
Properties=species:S:1:pos:R:3:lowdin_charge:R:1 method="wB97M-V/def2-TZVPD" gap_ev=5.002 energy_ev=-31584.3769 lumo_ev=1.60 relative_energy_ev=1.162 total_charge=-1
Cs -1.366 -0.971 -2.666 1.123
O -3.532 1.220 -5.772 -0.021
C -3.358 0.484 -4.804 -0.668
O -2.965 0.853 -3.636 -0.388
C -3.595 -1.100 -4.995 -0.695
O -3.818 -1.511 -6.134 -0.030
O -3.492 -1.808 -3.937 -0.362
C -4.980 0.768 2.056 -0.509
Te -3.776 -0.286 0.647 1.029
C -4.766 0.497 -1.064 -0.447
H -6.017 0.466 1.938 -0.008
H -4.879 1.838 1.895 -0.009
H -4.640 0.515 3.058 -0.021
H -4.944 1.557 -0.898 0.006
H -5.698 -0.041 -1.210 0.004
H -4.126 0.382 -1.944 -0.045
C 3.355 -0.381 3.349 -0.069
C 4.259 0.191 2.257 -0.417
C 3.855 1.605 1.846 -0.067
C 4.462 -0.745 1.069 -0.113
N 3.310 -0.935 0.188 -0.099
C 2.000 -0.682 0.297 -0.150
N 1.396 -1.085 -0.793 -0.019
N 2.365 -1.613 -1.574 -0.029
N 3.509 -1.521 -1.005 0.042
H 3.405 0.245 4.240 0.081
H 3.664 -1.389 3.629 0.082
H 2.308 -0.427 3.051 0.063
H 5.264 0.256 2.687 0.134
H 2.841 1.651 1.449 0.070
H 4.526 2.002 1.082 0.084
H 3.896 2.272 2.708 0.081
H 4.765 -1.733 1.420 0.126
H 5.255 -0.362 0.429 0.125
H 1.520 -0.216 1.137 0.115

[3]
42
Properties=species:S:1:pos:R:3:nbo_charge:R:1 method="wB97M-V/def2-TZVPD" gap_ev=5.217 energy_ev=-72548.3226 lumo_ev=-3.30 total_charge=0
C -3.135 -1.131 3.158 -0.624
C -2.949 0.242 2.376 -0.502
S -1.690 -0.020 1.020 0.176
C -2.699 -0.097 -0.521 -0.540
C -1.865 -0.532 -1.777 -0.056
C -2.821 -0.833 -2.992 -0.436
C -2.362 -2.033 -3.907 -0.253
N -0.892 -2.266 -3.956 -0.608
C -0.213 -1.835 -2.772 0.841
N 1.101 -1.519 -2.868 -0.913
N -0.952 -1.706 -1.539 -0.580
H -3.307 -1.961 2.410 0.209
H -2.237 -1.355 3.791 0.229
H -4.032 -1.046 3.843 0.214
H -2.646 1.082 3.058 0.245
H -3.929 0.503 1.870 0.213
H -3.645 -0.700 -0.361 0.222
H -3.060 0.958 -0.731 0.237
H -1.189 0.320 -2.100 0.201
H -3.040 0.124 -3.553 0.243
H -3.822 -1.138 -2.558 0.236
H -2.952 -2.967 -3.660 0.219
H -2.680 -1.768 -4.962 0.234
H -0.783 -3.295 -3.940 0.435
H 1.844 -2.158 -2.574 0.461
H 1.382 -0.638 -3.305 0.459
H -0.222 -1.469 -0.845 0.431
C 2.589 0.403 -0.112 0.700
F 2.498 -0.795 -0.727 -0.351
F 3.049 1.268 -1.033 -0.322
F 1.329 0.788 0.160 -0.329
S 3.638 0.350 1.383 2.233
O 4.939 -0.052 0.891 -0.922
O 2.981 -0.614 2.241 -0.930
N 3.472 1.873 1.776 -1.201
S 4.249 2.286 3.100 2.223
O 5.693 2.306 3.013 -0.919
O 3.714 1.766 4.341 -0.923
C 3.765 4.048 3.096 0.708
F 2.430 4.208 3.155 -0.325
F 4.169 4.682 1.980 -0.322
F 4.281 4.722 4.130 -0.312

Please write out number 3 again, unchanged.
42
Properties=species:S:1:pos:R:3:nbo_charge:R:1 method="wB97M-V/def2-TZVPD" gap_ev=5.217 energy_ev=-72548.3226 lumo_ev=-3.30 total_charge=0
C -3.135 -1.131 3.158 -0.624
C -2.949 0.242 2.376 -0.502
S -1.690 -0.020 1.020 0.176
C -2.699 -0.097 -0.521 -0.540
C -1.865 -0.532 -1.777 -0.056
C -2.821 -0.833 -2.992 -0.436
C -2.362 -2.033 -3.907 -0.253
N -0.892 -2.266 -3.956 -0.608
C -0.213 -1.835 -2.772 0.841
N 1.101 -1.519 -2.868 -0.913
N -0.952 -1.706 -1.539 -0.580
H -3.307 -1.961 2.410 0.209
H -2.237 -1.355 3.791 0.229
H -4.032 -1.046 3.843 0.214
H -2.646 1.082 3.058 0.245
H -3.929 0.503 1.870 0.213
H -3.645 -0.700 -0.361 0.222
H -3.060 0.958 -0.731 0.237
H -1.189 0.320 -2.100 0.201
H -3.040 0.124 -3.553 0.243
H -3.822 -1.138 -2.558 0.236
H -2.952 -2.967 -3.660 0.219
H -2.680 -1.768 -4.962 0.234
H -0.783 -3.295 -3.940 0.435
H 1.844 -2.158 -2.574 0.461
H 1.382 -0.638 -3.305 0.459
H -0.222 -1.469 -0.845 0.431
C 2.589 0.403 -0.112 0.700
F 2.498 -0.795 -0.727 -0.351
F 3.049 1.268 -1.033 -0.322
F 1.329 0.788 0.160 -0.329
S 3.638 0.350 1.383 2.233
O 4.939 -0.052 0.891 -0.922
O 2.981 -0.614 2.241 -0.930
N 3.472 1.873 1.776 -1.201
S 4.249 2.286 3.100 2.223
O 5.693 2.306 3.013 -0.919
O 3.714 1.766 4.341 -0.923
C 3.765 4.048 3.096 0.708
F 2.430 4.208 3.155 -0.325
F 4.169 4.682 1.980 -0.322
F 4.281 4.722 4.130 -0.312